Record 1
Entry from the Open Molecules 2025 dataset: a 40-piece molecular cluster, H80O40 overall (wB97M-V/def2-TZVPD).

XYZ file:
```
120
H80O40, DFT wB97M-V/def2-TZVPD
H 3.53 3.94 3.68
H 3.51 2.62 2.75
O 3.70 3.02 3.70
H 5.11 -1.45 -2.09
H 5.09 -0.97 -3.34
O 5.20 -1.83 -2.90
H -2.68 0.21 2.88
H -3.84 1.03 3.35
O -3.72 0.26 2.79
H -4.15 3.12 1.57
H -4.04 1.58 1.28
O -4.09 2.52 0.89
H 3.47 -0.07 3.82
H 3.69 -0.21 2.49
O 3.14 0.34 3.03
H 0.81 -0.47 6.74
O 0.04 -0.48 6.13
H 1.47 -2.70 1.04
O 2.33 -2.73 0.57
H 1.13 1.24 3.57
H 2.11 2.35 4.32
O 1.18 1.86 4.36
H -2.24 1.39 -2.51
H -0.82 1.06 -1.95
O -1.77 1.00 -1.70
H -2.66 4.32 -3.70
H -2.33 3.19 -4.72
O -2.25 4.13 -4.54
H 3.00 -2.74 -4.97
H 4.20 -2.18 -4.41
O 3.29 -2.00 -4.79
H 2.98 -4.81 -0.97
O 2.62 -5.13 -0.19
H -0.38 -6.41 0.46
H -0.54 -5.56 -0.60
O -0.20 -6.39 -0.51
H 4.25 -3.46 -2.72
H 3.21 -2.39 -2.24
O 3.36 -3.29 -2.41
H 0.74 1.14 0.15
H 1.26 -0.09 1.02
O 1.19 0.92 0.94
H -3.15 -2.65 -5.22
H -2.92 -3.46 -4.05
O -3.55 -3.52 -4.78
H 1.61 -3.54 4.38
H 0.82 -3.94 5.58
O 1.08 -3.15 4.97
H -1.67 1.52 4.46
H -0.71 2.44 3.65
O -1.64 2.31 4.04
H -4.61 4.37 2.51
O -4.10 5.16 2.28
H -0.85 0.11 -4.22
H -0.75 -0.12 -5.80
O -1.24 -0.29 -4.93
H 2.08 -0.16 -2.08
O 2.98 -0.59 -1.70
H -2.26 -2.08 4.13
H -0.70 -1.69 4.73
O -1.49 -1.68 4.28
H 4.67 4.45 -2.25
H 3.19 4.91 -2.61
O 3.79 4.56 -1.86
H -4.74 4.43 -0.85
H -3.28 4.65 -0.77
O -4.08 5.00 -1.27
H 1.35 5.02 0.29
H 2.51 5.54 -0.68
O 1.66 5.01 -0.50
H -1.40 -2.18 1.79
H -1.06 -2.85 3.18
O -1.21 -3.03 2.14
H 4.07 -3.49 1.93
H 3.32 -3.10 3.03
O 4.07 -2.74 2.63
H -1.82 -2.06 0.25
H -2.08 -0.73 -0.71
O -2.13 -1.82 -0.63
H -0.67 0.41 1.54
H -1.82 1.09 0.61
O -1.57 0.30 1.10
H 1.43 2.25 -2.90
H 1.24 0.69 -3.26
O 0.92 1.31 -2.68
H -3.02 0.85 -4.84
H -4.18 0.87 -3.92
O -3.35 1.40 -4.17
H -1.02 -3.73 -2.39
O -0.82 -3.95 -1.43
H 1.69 -5.07 2.07
H 0.73 -4.72 3.11
O 1.68 -4.90 3.00
H -3.56 4.99 3.09
H 0.25 0.30 5.41
H 2.85 -0.35 -0.76
H 2.02 -3.24 -0.23
H 3.33 -5.85 0.05
H -1.46 -3.45 -0.82
O 1.36 2.59 -5.07
H 0.89 3.21 -4.53
H 1.60 3.05 -5.84
O 1.72 -5.78 -3.07
H 1.08 -5.68 -2.35
H 2.53 -5.65 -2.91
O 0.68 3.73 -2.46
H 0.98 4.62 -2.22
H 0.02 3.57 -1.76
O -3.91 -1.90 -2.71
H -3.77 -2.73 -2.76
H -3.74 -1.59 -1.79
O -5.62 -0.60 0.95
H -6.57 -0.71 0.73
H -5.43 -0.51 1.94
O -1.64 4.33 2.12
H -2.05 3.38 1.69
H -2.55 4.94 1.88
O 1.54 5.17 3.68
H 1.87 5.31 2.72
H 0.69 5.53 3.61
```

For the relative energy (zero: lowest compared OMol25 entry of this formula, charge and spin), the calculation gives 16.2547 eV. The calculation puts the HOMO-LUMO gap at 9.8 eV. Its molecular weight is 720.6 g/mol. For the LUMO energy, the calculation gives -0.6 eV. The value obtained for the HOMO energy is -0.3830 hartree. Its largest force on an atom is 14.590 eV/A.

Record 2
Entry from the Open Molecules 2025 dataset: C3H5O3 as an isolated structure (wB97M-V/def2-TZVPD).

XYZ file:
```
11
C3H5O3, DFT wB97M-V/def2-TZVPD
H 2.06 0.60 0.27
O 2.85 0.08 0.36
O 3.89 -1.06 -1.66
C 2.70 -1.14 -0.96
C 4.93 -1.76 -0.96
O 2.79 -2.38 -0.33
C 4.16 -2.69 -0.03
H 5.57 -1.04 -0.42
H 5.54 -2.29 -1.70
H 4.37 -2.48 1.03
H 4.32 -3.75 -0.23
```

For the relative energy (zero: lowest compared OMol25 entry of this formula, charge and spin), the calculation gives 3.6691 eV. The calculation puts the HOMO-LUMO gap at 6.3 eV. Its molecular weight is 89.1 g/mol. For the LUMO energy, the calculation gives 4.3 eV. The value obtained for the HOMO energy is -0.0735 hartree. Its largest force on an atom is 1.646 eV/A. As for the net charge: -1.

Record 3
Entry from the Open Molecules 2025 dataset: one molecule with the formula C14H19NO2S (wB97M-V/def2-TZVPD).

XYZ file:
```
37
C14H19NO2S, DFT wB97M-V/def2-TZVPD
O 0.94 -1.59 2.96
C 0.99 -0.67 2.16
C 0.79 0.78 2.59
C 1.75 1.80 1.99
S 1.44 2.18 0.22
C -0.30 2.55 0.27
C -0.77 3.61 1.03
C -2.13 3.88 1.06
C -3.01 3.10 0.32
C -2.53 2.06 -0.45
C -1.18 1.77 -0.47
N 1.20 -0.85 0.85
C 1.22 -2.14 0.22
C 0.00 -2.30 -0.71
C 0.06 -3.58 -1.54
C 0.79 -3.12 -2.79
C 0.29 -1.68 -2.94
O -0.04 -1.22 -1.64
H -0.24 1.05 2.36
H 0.90 0.80 3.68
H 1.68 2.74 2.54
H 2.78 1.44 2.02
H -0.08 4.22 1.59
H -2.50 4.70 1.65
H -4.07 3.32 0.35
H -3.21 1.45 -1.02
H -0.80 0.94 -1.06
H 1.16 -0.06 0.22
H 1.19 -2.90 1.01
H 2.14 -2.25 -0.36
H -0.91 -2.23 -0.09
H -0.95 -3.91 -1.79
H 0.57 -4.38 -1.01
H 1.87 -3.14 -2.63
H 0.56 -3.73 -3.67
H -0.61 -1.64 -3.56
H 1.04 -1.01 -3.37
```

For the relative energy (zero: lowest compared OMol25 entry of this formula, charge and spin), the calculation gives 0.3495 eV. The calculation puts the HOMO-LUMO gap at 9.5 eV. Its molecular weight is 265.4 g/mol. For the LUMO energy, the calculation gives 0.7 eV. The value obtained for the HOMO energy is -0.3210 hartree. Its largest force on an atom is 0.685 eV/A.

Record 4
Entry from the Open Molecules 2025 dataset: a 2-piece molecular cluster, C4H10O overall (wB97M-V/def2-TZVPD).

XYZ file:
```
15
C4H10O, DFT wB97M-V/def2-TZVPD
C -1.16 -1.01 2.69
C -1.15 0.08 1.60
C -0.20 0.04 0.66
C -0.10 0.36 -0.82
H -0.54 -0.70 3.54
H -0.63 -1.81 2.17
H -2.14 -1.22 3.08
H -1.90 0.85 1.67
H 0.70 -0.55 0.89
H -1.03 0.29 -1.40
H 0.58 -0.29 -1.37
H 0.33 1.37 -0.97
O 2.10 0.59 -3.36
H 1.25 0.61 -2.93
H 2.49 -0.23 -3.06
```

For the relative energy (zero: lowest compared OMol25 entry of this formula, charge and spin), the calculation gives 1.7339 eV. The calculation puts the HOMO-LUMO gap at 9.8 eV. Its molecular weight is 74.1 g/mol. For the LUMO energy, the calculation gives 0.9 eV. The value obtained for the HOMO energy is -0.3291 hartree. Its largest force on an atom is 2.205 eV/A.

Record 5
Entry from the Open Molecules 2025 dataset: C28H35N5O2S2SbTi as an isolated structure (wB97M-V/def2-TZVPD).

XYZ file:
```
74
C28H35N5O2S2SbTi, DFT wB97M-V/def2-TZVPD
Ti -0.31 0.23 -2.33
O -3.79 0.66 -4.57
C -2.66 0.63 -4.14
N -2.17 0.98 -2.91
C -2.69 2.06 -2.23
O -3.82 2.50 -2.26
C -1.59 2.75 -1.47
C -1.82 3.95 -0.82
C -0.76 4.62 -0.24
C 0.51 4.06 -0.34
C 0.67 2.86 -0.97
N -0.35 2.18 -1.55
C -1.53 0.19 -5.06
C -1.78 -0.18 -6.37
C -0.71 -0.54 -7.18
C 0.57 -0.51 -6.66
C 0.74 -0.12 -5.34
N -0.28 0.23 -4.56
H -2.83 4.33 -0.81
H -0.91 5.57 0.27
H 1.38 4.55 0.09
H 1.64 2.38 -1.04
H -2.81 -0.19 -6.71
H -0.88 -0.85 -8.20
H 1.42 -0.79 -7.25
H 1.71 -0.10 -4.87
S -0.55 -2.27 -2.36
C 1.11 -2.69 -2.70
C 1.32 -4.03 -3.19
N 1.49 -5.10 -3.58
C 2.19 -1.88 -2.51
S 2.10 -0.25 -1.88
C 3.51 -2.37 -2.81
N 4.58 -2.72 -3.05
C 0.74 2.54 3.51
C 0.99 1.05 3.76
C 0.22 0.60 5.00
C 2.49 0.88 4.00
Sb 0.50 0.01 1.85
C 1.36 -2.00 2.12
C 0.66 -2.90 1.10
C 1.24 -2.62 3.51
C 2.83 -1.89 1.72
C -1.67 -0.34 2.01
C -2.10 -0.83 0.62
C -2.33 1.02 2.26
C -2.13 -1.36 3.04
H 1.07 3.12 4.38
H -0.32 2.76 3.35
H 1.28 2.89 2.63
H 0.59 1.16 5.87
H 0.35 -0.46 5.20
H -0.84 0.81 4.91
H 2.80 1.52 4.84
H 3.08 1.17 3.13
H 2.76 -0.15 4.26
H -0.37 -3.12 1.38
H 1.19 -3.86 1.04
H 0.65 -2.47 0.09
H 0.20 -2.69 3.84
H 1.80 -2.06 4.26
H 1.65 -3.64 3.48
H 2.94 -1.50 0.70
H 3.29 -2.88 1.75
H 3.40 -1.24 2.39
H -1.76 -0.17 -0.18
H -3.20 -0.85 0.55
H -1.73 -1.82 0.39
H -1.98 1.78 1.56
H -2.15 1.38 3.28
H -3.42 0.93 2.13
H -1.74 -2.36 2.82
H -1.84 -1.10 4.05
H -3.23 -1.44 3.01
```

Its spin multiplicity is 3. For the relative energy (zero: lowest compared OMol25 entry of this formula, charge and spin), the calculation gives 1.0434 eV. The calculation puts the HOMO-LUMO gap (alpha / beta) at 5.2 / 6.9 eV. Its molecular weight is 707.4 g/mol. For the LUMO energy (alpha / beta), the calculation gives 1.9 / 2.2 eV. As for the expectation value of S²: 2.017. The value obtained for the HOMO energy (alpha / beta) is -0.1207 / -0.1738 hartree. Its largest force on an atom is 0.736 eV/A. As for the net charge: -1.

Record 6
Entry from the Open Molecules 2025 dataset: C24H23NS as an isolated structure (wB97M-V/def2-TZVPD).

XYZ file:
```
49
C24H23NS, DFT wB97M-V/def2-TZVPD
C -5.92 -0.04 3.10
C -4.45 0.08 2.85
C -3.68 -1.09 2.76
C -2.33 -1.02 2.41
C -1.73 0.23 2.11
S -0.12 0.25 1.56
C -2.49 1.42 2.31
C -3.83 1.33 2.70
H -6.41 0.94 3.17
H -6.43 -0.60 2.30
H -6.13 -0.58 4.03
H -4.14 -2.06 2.98
H -1.71 -1.91 2.34
H -2.00 2.38 2.15
H -4.40 2.24 2.90
C -1.23 1.83 -1.36
C 0.20 1.50 -1.46
N 1.12 2.44 -1.80
C 0.80 3.84 -2.04
C 2.41 1.90 -1.79
C 2.29 0.54 -1.38
C 3.47 -0.17 -1.15
C 4.70 0.47 -1.39
C 4.78 1.81 -1.79
C 3.61 2.56 -2.00
C 0.87 0.29 -1.17
C 0.26 -0.80 -0.47
C 0.91 -2.13 -0.44
C 1.58 -2.63 -1.58
C 2.17 -3.89 -1.57
C 2.12 -4.68 -0.42
C 1.43 -4.22 0.70
C 0.81 -2.96 0.70
H -1.80 0.92 -1.17
H -1.43 2.54 -0.53
H -1.59 2.28 -2.30
H 1.72 4.41 -2.22
H 0.15 3.93 -2.92
H 0.29 4.25 -1.17
H 3.42 -1.21 -0.81
H 5.63 -0.09 -1.24
H 5.75 2.30 -1.91
H 3.63 3.62 -2.27
H -0.86 -0.88 -0.52
H 1.64 -2.02 -2.49
H 2.67 -4.27 -2.47
H 2.60 -5.66 -0.40
H 1.33 -4.85 1.59
H 0.27 -2.59 1.57
```

For the relative energy (zero: lowest compared OMol25 entry of this formula, charge and spin), the calculation gives 0.0000 eV. The calculation puts the HOMO-LUMO gap at 6.7 eV. Its molecular weight is 357.5 g/mol. For the LUMO energy, the calculation gives -0.2 eV. The value obtained for the HOMO energy is -0.2515 hartree. Its largest force on an atom is 2.706 eV/A.

Record 7
Entry from the Open Molecules 2025 dataset: C23H35AgBrN2O2PS2 as an isolated structure (wB97M-V/def2-TZVPD).

XYZ file:
```
67
C23H35AgBrN2O2PS2, DFT wB97M-V/def2-TZVPD
Ag -2.24 0.87 1.02
C -1.95 2.55 3.64
C -3.01 3.28 3.08
C -2.72 3.54 1.73
C -1.44 2.97 1.44
C -0.97 2.36 2.64
H -1.90 2.17 4.65
H -3.93 3.54 3.58
H -3.33 4.11 1.04
H -0.84 3.17 0.57
H 0.00 1.91 2.77
Br -5.38 -5.11 -0.21
C -4.52 -3.43 0.13
C -4.04 -3.15 1.39
C -3.41 -1.93 1.62
C -3.24 -0.95 0.62
C -3.76 -1.30 -0.63
C -4.39 -2.51 -0.90
H -4.15 -3.88 2.19
H -3.04 -1.74 2.62
H -3.65 -0.61 -1.46
H -4.77 -2.74 -1.89
C 7.71 -2.78 0.75
C 6.63 -1.84 1.28
C 5.28 -2.52 1.35
O 6.66 -0.62 0.54
P 5.82 -0.22 -0.79
S 6.86 1.19 -1.70
S 3.92 0.06 -0.41
O 6.02 -1.63 -1.60
C 5.87 -1.73 -3.02
C 5.98 -3.22 -3.33
C 4.58 -1.14 -3.56
H 7.83 -3.63 1.43
H 8.66 -2.24 0.67
H 7.43 -3.14 -0.24
H 6.91 -1.53 2.29
H 4.95 -2.85 0.37
H 4.52 -1.85 1.75
H 5.36 -3.40 2.00
H 6.72 -1.20 -3.47
H 5.11 -3.75 -2.94
H 6.88 -3.64 -2.88
H 6.02 -3.37 -4.41
H 3.72 -1.64 -3.13
H 4.57 -1.28 -4.65
H 4.51 -0.08 -3.34
C 1.08 -1.95 -1.62
C 2.02 -3.17 -1.47
N 1.53 -4.05 -0.40
C 0.16 -4.47 -0.71
C -0.77 -3.22 -0.82
N 0.01 -2.01 -0.62
C 0.60 -2.04 0.71
C 1.51 -3.29 0.86
H 0.61 -1.92 -2.61
H 1.64 -1.02 -1.48
H 3.03 -2.85 -1.21
H 2.07 -3.76 -2.39
H -0.18 -5.15 0.07
H 0.19 -5.03 -1.65
H -1.56 -3.25 -0.08
H -1.25 -3.17 -1.80
H -0.21 -2.04 1.44
H 1.18 -1.12 0.85
H 1.15 -3.96 1.65
H 2.53 -3.01 1.10
```

For the relative energy (zero: lowest compared OMol25 entry of this formula, charge and spin), the calculation gives 0.0000 eV. The calculation puts the HOMO-LUMO gap at 6.0 eV. Its molecular weight is 654.4 g/mol. For the LUMO energy, the calculation gives 3.8 eV. The value obtained for the HOMO energy is -0.0818 hartree. Its largest force on an atom is 0.261 eV/A. As for the net charge: -2.

Record 8
Entry from the Open Molecules 2025 dataset: an isolated ion of composition C4H6Cl3N3O and charge +2 (wB97M-V/def2-TZVPD).

XYZ file:
```
17
C4H6Cl3N3O, DFT wB97M-V/def2-TZVPD
C 1.43 1.33 -0.36
C 1.67 0.10 1.64
C -0.25 -0.89 0.22
C -2.39 -0.13 -1.81
N -1.35 0.03 0.35
N 2.18 1.01 0.77
N 0.64 -0.77 1.32
O -2.18 0.32 -0.47
Cl 2.38 2.24 -1.40
Cl 2.26 -0.19 3.21
Cl 0.75 -1.17 -1.27
H -0.75 -1.90 0.50
H -3.34 -0.55 -1.73
H -1.44 -0.76 -2.06
H -2.64 0.84 -2.27
H 2.80 1.73 1.20
H 0.23 -1.22 2.18
```

Its spin multiplicity is 3. The calculation puts the HOMO-LUMO gap (alpha / beta) at 8.1 / 4.9 eV. Its molecular weight is 218.5 g/mol. For the LUMO energy (alpha / beta), the calculation gives -9.5 / -12.6 eV. As for the expectation value of S²: 2.009. The value obtained for the HOMO energy (alpha / beta) is -0.6450 / -0.6427 hartree. Its largest force on an atom is 4.220 eV/A. As for the net charge: +2.

Record 9
Entry from the Open Molecules 2025 dataset: one molecule with the formula C16H19ClN4O2S (wB97M-V/def2-TZVPD).

XYZ file:
```
43
C16H19ClN4O2S, DFT wB97M-V/def2-TZVPD
C 1.09 1.30 -2.09
N 0.88 1.38 -0.66
S 2.24 1.60 0.25
O 3.00 2.65 -0.34
O 1.82 1.77 1.61
C 3.17 0.07 0.01
C 4.45 0.20 -0.50
N 5.15 -0.82 -0.97
C 4.56 -2.00 -1.00
C 3.29 -2.24 -0.52
C 2.56 -1.19 0.04
N 1.28 -1.36 0.53
C 0.46 -2.45 0.08
C -1.03 -2.09 0.35
N -1.13 -0.67 0.64
C -2.32 0.00 0.36
C -2.33 1.40 0.37
C -3.48 2.10 0.04
C -4.64 1.44 -0.31
C -4.63 0.05 -0.31
Cl -6.07 -0.81 -0.73
C -3.50 -0.67 0.03
C -0.46 -0.34 1.90
C 0.95 -0.96 1.89
H 0.14 1.48 -2.60
H 1.50 0.34 -2.41
H 1.80 2.09 -2.35
H 0.29 0.63 -0.30
H 4.90 1.18 -0.55
H 5.16 -2.81 -1.42
H 2.88 -3.24 -0.57
H 0.62 -2.57 -0.99
H 0.70 -3.39 0.58
H -1.41 -2.70 1.19
H -1.61 -2.31 -0.54
H -1.43 1.95 0.61
H -3.46 3.18 0.05
H -5.54 1.98 -0.57
H -3.56 -1.74 0.04
H -1.03 -0.73 2.75
H -0.38 0.74 1.99
H 1.67 -0.23 2.25
H 0.98 -1.85 2.53
```

For the relative energy (zero: lowest compared OMol25 entry of this formula, charge and spin), the calculation gives 1.8285 eV. The calculation puts the HOMO-LUMO gap at 8.9 eV. Its molecular weight is 366.9 g/mol. For the LUMO energy, the calculation gives 0.4 eV. The value obtained for the HOMO energy is -0.3117 hartree. Its largest force on an atom is 1.153 eV/A.